DFT (the ωB97M-V functional and the def2-TZVPD basis) results for C4H2Si as an isolated structure in a non-equilibrium geometry.

Properties
Kohn-Sham gap (alpha / beta)   6.926 / 6.926 eV
E_tot   -12045.1613 eV
Highest occupied orbital energy (alpha / beta)   -9.5 / -9.5 eV
Energy relative to the best compared isomer or geometry (same formula, charge and spin)   5.002 eV
LUMO energy (alpha / beta)   -2.56 / -2.56 eV

Last column: Löwdin charge in e.
Geometry (Å):
C: -3.19 0.89 0.08  0.170
C: 0.37 -1.75 -0.46  -0.111
C: -1.99 0.48 0.05  -0.266
C: -0.93 -0.23 -0.22  -0.133
H: 3.01 -0.31 0.08  -0.076
Si: 1.34 -0.26 -0.02  0.496
H: 1.38 1.18 0.48  -0.080